# C42H80N2O33S2

10 unconnected molecules or ions with the total composition C42H80N2O33S2 at a distorted geometry (ωB97M-V/def2-TZVPD, the Open Molecules 2025 dataset).

- HOMO level (eV) = -9.44
- charge = 0
- HOMO-LUMO gap (eV) = 9.50
- max |F| (eV/A) = 1.40
- calculated total energy (eV) = -137067.4661

Last columns: bonded neighbours and bond lengths (Å).
Positions of all 159 atoms, in Å:
1 C 0.2831 1.6271 2.4619  C2 1.537, H26 1.090, H27 1.090, H28 1.088
2 C -0.5315 0.4580 1.8861  C1 1.537, C3 1.545, H29 1.085, H30 1.089
3 C -0.4565 0.4783 0.3428  C2 1.545, O4 1.417, H31 1.089, H32 1.095
4 O -1.7085 0.6571 -0.2957  C3 1.417, C5 1.404
5 C -2.2275 1.9559 -0.1781  O4 1.404, C6 1.555, H33 1.091, H34 1.087
6 C -2.0017 2.8579 -1.4250  C5 1.555, C7 1.523, C20 1.543, O25 1.471
7 C -1.4805 2.1689 -2.6796  C6 1.523, C8 1.551, H35 1.088, H36 1.086
8 C 0.0520 1.9372 -2.7239  C7 1.551, C9 1.534, H37 1.090, H38 1.089
9 C 0.3156 0.4720 -3.0933  C8 1.534, C10 1.526, H39 1.091, H40 1.088
10 C 1.7532 0.1804 -3.5129  C9 1.526, C11 1.540, H41 1.093, H42 1.090
11 C 1.9766 -1.1547 -4.2481  C10 1.540, C12 1.527, H43 1.090, H44 1.092
12 C 0.8481 -1.5834 -5.1831  C11 1.527, C13 1.526, H45 1.091, H46 1.092
13 C -0.3145 -2.2795 -4.4818  C12 1.526, S14 1.821, H47 1.085, H48 1.087
14 S 0.0697 -4.0405 -4.2230  C13 1.821, C15 1.736
15 C -0.8066 -4.4459 -2.7804  S14 1.736, N16 1.294, O19 1.370
16 N -2.0637 -4.3223 -2.4991  C15 1.294, N17 1.392
17 N -2.2366 -4.8161 -1.2096  N16 1.392, C18 1.291
18 C -1.0642 -5.1949 -0.8233  N17 1.291, O19 1.348, H49 1.074
19 O -0.0972 -4.9816 -1.7378  C15 1.370, C18 1.348
20 C -1.2994 4.1918 -1.0941  C6 1.543, O21 1.451, H50 1.086, H51 1.086
21 O -2.1944 5.2839 -1.4282  C20 1.451, S22 1.570
22 S -3.4065 4.7966 -2.2990  O21 1.570, O23 1.420, O24 1.422, O25 1.600
23 O -4.6344 5.3724 -1.8776  S22 1.420
24 O -3.1385 4.8437 -3.6951  S22 1.422
25 O -3.3655 3.2873 -1.7708  C6 1.471, S22 1.600
26 H 1.2500 1.6513 1.9602  C1 1.090
27 H -0.2175 2.5761 2.2711  C1 1.090
28 H 0.4273 1.5393 3.5363  C1 1.088
29 H -0.1484 -0.4821 2.2704  C2 1.085
30 H -1.5761 0.6093 2.1522  C2 1.089
31 H -0.0543 -0.4645 -0.0240  C3 1.089
32 H 0.2631 1.2471 0.0438  C3 1.095
33 H -1.8250 2.4804 0.6904  C5 1.091
34 H -3.2989 1.8631 -0.0197  C5 1.087
35 H -1.9824 1.2051 -2.7217  C7 1.088
36 H -1.7793 2.7532 -3.5449  C7 1.086
37 H 0.4716 2.5816 -3.4965  C8 1.090
38 H 0.5225 2.1772 -1.7712  C8 1.089
39 H 0.0674 -0.1134 -2.2067  C9 1.091
40 H -0.4198 0.2149 -3.8534  C9 1.088
41 H 2.3434 0.1325 -2.5939  C10 1.093
42 H 2.1648 1.0206 -4.0727  C10 1.090
43 H 2.2193 -1.9720 -3.5686  C11 1.090
44 H 2.8651 -1.0300 -4.8698  C11 1.092
45 H 0.4453 -0.7192 -5.7136  C12 1.091
46 H 1.2251 -2.2540 -5.9575  C12 1.092
47 H -0.5436 -1.8684 -3.5040  C13 1.085
48 H -1.2186 -2.1854 -5.0788  C13 1.087
49 H -0.8041 -5.6432 0.1179  C18 1.074
50 H -0.3808 4.3493 -1.6522  C20 1.086
51 H -1.0979 4.3490 -0.0383  C20 1.086
52 C 5.0059 -0.4736 1.6641  O53 1.428, H58 1.086, H59 1.088, H60 1.089
53 O 4.5483 0.8689 1.4952  C52 1.428, C54 1.333
54 C 5.3671 1.7987 1.9857  O53 1.333, O55 1.203, O56 1.331
55 O 6.4147 1.5965 2.5419  C54 1.203
56 O 4.8161 2.9872 1.7525  C54 1.331, C57 1.429
57 C 5.5705 4.1016 2.2325  O56 1.429, H61 1.089, H62 1.088, H63 1.086
58 H 4.2537 -1.1248 1.2290  C52 1.086
59 H 5.9484 -0.6278 1.1419  C52 1.088
60 H 5.1105 -0.7144 2.7206  C52 1.089
61 H 6.5452 4.1438 1.7493  C57 1.089
62 H 5.6838 4.0564 3.3139  C57 1.088
63 H 5.0126 4.9975 1.9775  C57 1.086
64 C -1.1052 -7.5844 -5.2021  O65 1.429, H70 1.087, H71 1.089, H72 1.088
65 O -0.5013 -8.6342 -5.9603  C64 1.429, C66 1.333
66 C 0.3054 -8.2088 -6.9327  O65 1.333, O67 1.202, O68 1.332
67 O 0.5470 -7.0610 -7.1975  C66 1.202
68 O 0.7981 -9.2768 -7.5588  C66 1.332, C69 1.429
69 C 1.6894 -8.9677 -8.6326  O68 1.429, H73 1.088, H74 1.088, H75 1.086
70 H -1.7304 -8.0589 -4.4507  C64 1.087
71 H -0.3462 -6.9818 -4.7066  C64 1.089
72 H -1.7266 -6.9564 -5.8374  C64 1.088
73 H 2.5574 -8.4237 -8.2654  C69 1.088
74 H 1.1794 -8.3924 -9.4029  C69 1.088
75 H 2.0219 -9.9108 -9.0565  C69 1.086
76 C 7.4949 4.8112 6.1898  O77 1.429, H82 1.086, H83 1.089, H84 1.088
77 O 7.5098 6.0873 6.8334  C76 1.429, C78 1.331
78 C 6.5357 6.9044 6.4405  O77 1.331, O79 1.205, O80 1.331
79 O 5.6884 6.6543 5.6213  C78 1.205
80 O 6.6482 8.0498 7.1097  C78 1.331, C81 1.429
81 C 5.6506 9.0121 6.7607  O80 1.429, H85 1.087, H86 1.088, H87 1.086
82 H 8.3261 4.2413 6.5935  C76 1.086
83 H 6.5672 4.2839 6.4048  C76 1.089
84 H 7.6253 4.9213 5.1148  C76 1.088
85 H 4.6582 8.6255 6.9805  C81 1.087
86 H 5.7242 9.2808 5.7088  C81 1.088
87 H 5.8328 9.8963 7.3642  C81 1.086
88 C 0.3976 9.3004 2.0679  O89 1.429, H94 1.086, H95 1.088, H96 1.088
89 O 0.9772 9.5201 3.3556  C88 1.429, C90 1.332
90 C 1.1322 8.4146 4.0825  O89 1.332, O91 1.203, O92 1.332
91 O 0.8325 7.2995 3.7440  C90 1.203
92 O 1.6753 8.7587 5.2493  C90 1.332, C93 1.429
93 C 1.8993 7.6627 6.1383  O92 1.429, H97 1.089, H98 1.088, H99 1.086
94 H 0.3303 10.2734 1.5905  C88 1.086
95 H 1.0294 8.6473 1.4688  C88 1.088
96 H -0.5998 8.8755 2.1626  C88 1.088
97 H 2.5926 6.9473 5.6988  C93 1.089
98 H 0.9605 7.1743 6.3928  C93 1.088
99 H 2.3407 8.0721 7.0425  C93 1.086
100 C 3.6339 -11.8141 -5.0312  O101 1.428, H106 1.086, H107 1.089, H108 1.089
101 O 4.2387 -12.8626 -5.7890  C100 1.428, C102 1.332
102 C 5.0469 -12.4357 -6.7575  O101 1.332, O103 1.204, O104 1.332
103 O 5.2902 -11.2874 -7.0232  C102 1.204
104 O 5.5430 -13.5025 -7.3831  C102 1.332, C105 1.429
105 C 6.4357 -13.1923 -8.4548  O104 1.429, H109 1.088, H110 1.088, H111 1.086
106 H 3.0062 -12.2794 -4.2769  C100 1.086
107 H 4.3935 -11.2136 -4.5338  C100 1.089
108 H 3.0142 -11.1866 -5.6696  C100 1.089
109 H 7.3012 -12.6442 -8.0877  C105 1.088
110 H 5.9261 -12.6168 -9.2253  C105 1.088
111 H 6.7598 -14.1421 -8.8697  C105 1.086
112 C -5.4165 -3.8228 -2.8296  O113 1.433, H118 1.086, H119 1.089, H120 1.085
113 O -6.5045 -3.4888 -1.9588  C112 1.433, C114 1.331
114 C -6.5266 -2.2084 -1.5970  O113 1.331, O115 1.204, O116 1.334
115 O -5.7411 -1.3626 -1.9381  C114 1.204
116 O -7.5712 -2.0172 -0.7889  C114 1.334, C117 1.430
117 C -7.7101 -0.6722 -0.3247  O116 1.430, H121 1.089, H122 1.089, H123 1.086
118 H -5.5043 -4.8818 -3.0550  C112 1.086
119 H -5.4815 -3.2546 -3.7561  C112 1.089
120 H -4.4644 -3.6429 -2.3412  C112 1.085
121 H -7.8603 0.0096 -1.1599  C117 1.089
122 H -6.8376 -0.3708 0.2523  C117 1.089
123 H -8.5878 -0.6566 0.3151  C117 1.086
124 C 7.1927 -3.2482 2.5125  O125 1.431, H130 1.086, H131 1.088, H132 1.088
125 O 6.0382 -3.7447 1.8282  C124 1.431, C126 1.334
126 C 6.0860 -5.0488 1.5524  O125 1.334, O127 1.202, O128 1.333
127 O 6.9874 -5.7946 1.8264  C126 1.202
128 O 4.9606 -5.3789 0.9194  C126 1.333, C129 1.430
129 C 4.8758 -6.7596 0.5579  O128 1.430, H133 1.088, H134 1.088, H135 1.086
130 H 7.0311 -2.1866 2.6731  C124 1.086
131 H 7.3135 -3.7389 3.4761  C124 1.088
132 H 8.0875 -3.3818 1.9078  C124 1.088
133 H 4.9061 -7.3911 1.4437  C129 1.088
134 H 5.6810 -7.0284 -0.1228  C129 1.088
135 H 3.9215 -6.8880 0.0555  C129 1.086
136 C -8.7455 2.8689 3.2144  O137 1.427, H142 1.087, H143 1.089, H144 1.088
137 O -7.5836 2.5048 2.4703  C136 1.427, C138 1.340
138 C -7.4491 3.1638 1.3114  O137 1.340, O139 1.203, O140 1.326
139 O -8.2103 3.9947 0.8916  C138 1.203
140 O -6.3405 2.7383 0.7223  C138 1.326, C141 1.442
141 C -6.0530 3.3609 -0.5458  O140 1.442, H145 1.079, H146 1.090, H147 1.085
142 H -8.7414 2.2747 4.1245  C136 1.087
143 H -8.7169 3.9240 3.4805  C136 1.089
144 H -9.6527 2.6480 2.6548  C136 1.088
145 H -5.9394 4.4264 -0.4156  C141 1.079
146 H -6.8551 3.1501 -1.2525  C141 1.090
147 H -5.1168 2.9727 -0.9339  C141 1.085
148 C -9.3856 6.4639 9.2532  O149 1.429, H154 1.086, H155 1.088, H156 1.088
149 O -8.9327 5.4020 8.4109  C148 1.429, C150 1.333
150 C -8.0878 5.7863 7.4546  O149 1.333, O151 1.202, O152 1.333
151 O -7.7014 6.9088 7.2639  C150 1.202
152 O -7.7458 4.7103 6.7467  C150 1.333, C153 1.429
153 C -6.8371 4.9767 5.6765  O152 1.429, H157 1.088, H158 1.089, H159 1.087
154 H -10.0587 6.0157 9.9782  C148 1.086
155 H -8.5487 6.9249 9.7740  C148 1.088
156 H -9.9246 7.2108 8.6736  C148 1.088
157 H -5.9004 5.3807 6.0555  C153 1.088
158 H -7.2802 5.6654 4.9590  C153 1.089
159 H -6.6413 4.0286 5.1830  C153 1.087

Löwdin population analysis, charges in e, atoms 1 to 5: C -0.10; C -0.20; C -0.22; O -0.11; C -0.10